ORCA calculation (ωB97M-V/def2-TZVPD) on an isolated molecule of C4H5NO.

```
11
Properties=species:S:1:pos:R:3:mulliken_charge:R:1
C 0.4649 1.1384 -0.2363 -0.945
C -0.2649 -0.0268 1.0597 -0.496
C -0.9509 0.1418 -0.1530 0.181
O -0.9242 -0.9702 -0.9741 -0.203
N -0.0833 -1.8821 -0.3693 -0.295
C 0.3237 -1.3470 0.7349 -0.114
H 0.1000 2.1483 -0.0779 0.314
H 1.3806 0.9988 0.3355 0.309
H 0.6902 0.9381 -1.2873 0.373
H -1.7665 0.8125 -0.4029 0.454
H 1.0061 -1.9185 1.3544 0.421
```

Summary:
- energy relative to the best compared isomer or geometry (same formula, charge and spin) (eV) = 5.143
- molecular weight (g mol⁻¹) = 83.1
- net charge = 0
- highest occupied orbital energy (Ha) = -0.33279
- LUMO (Eh) = 0.0169

---

ORCA calculation (ωB97M-V/def2-TZVPD) on a cluster of 2 separate species, C8H10N2O2 in total in a non-equilibrium geometry.

```
22
Properties=species:S:1:pos:R:3:mulliken_charge:R:1
C 1.0138 -2.0987 1.6330 -1.234
C -0.1002 -1.0854 1.4967 0.622
C 0.0034 0.2441 1.5401 -0.626
C -1.3617 0.8838 1.6407 -0.438
C -2.2743 -0.3289 1.5006 -0.545
C -1.5065 -1.4270 1.4327 -0.437
C 1.1829 1.3593 -2.2894 0.402
C 0.8792 0.9321 -3.5654 -0.288
H 1.0261 -2.7155 0.7215 0.297
H 0.8727 -2.7471 2.5054 0.316
H 1.9852 -1.5993 1.7169 0.303
H 0.9210 0.8267 1.5601 0.384
H -1.4778 1.6213 0.8223 0.275
H -1.5223 1.3526 2.6349 0.317
H -3.3556 -0.2750 1.4468 0.403
H -1.8549 -2.4775 1.4085 0.374
H 3.1030 1.5262 -2.3742 0.314
H 1.4204 0.8354 -4.4915 0.373
N -0.9433 0.9693 -2.3489 -0.148
N 0.0764 1.4784 -1.5562 -0.042
O 2.3700 1.7185 -1.7767 -0.482
O -0.4573 1.0068 -3.6579 -0.140
```

Summary:
- energy relative to the best compared isomer or geometry (same formula, charge and spin) (eV) = 5.007
- molecular weight (g mol⁻¹) = 166.2
- net charge = 0
- highest occupied orbital energy (Ha) = -0.29320
- LUMO (Eh) = -0.0040

---

ORCA calculation (ωB97M-V/def2-TZVPD) on a cluster of 2 separate species, C17H30ClN2O5 in total in a non-equilibrium geometry.

```
55
Properties=species:S:1:pos:R:3:mulliken_charge:R:1
O -4.1649 5.5444 -3.3706 -0.394
C -4.4820 4.4742 -2.9647 0.157
O -5.8581 4.0929 -3.0097 -0.290
Cl -6.1392 3.6185 -4.6254 0.035
C -3.4965 3.4131 -2.4185 0.832
C -3.8574 1.9895 -2.5954 -0.848
C -2.9288 0.9917 -2.1248 -0.237
N -1.7096 1.2840 -1.5141 0.572
C -0.8410 0.1542 -1.1179 -0.563
C -0.5659 -0.9156 -2.2488 -0.687
C -0.3559 -2.3489 -1.6052 -0.195
O -0.5594 -3.3414 -2.6366 -0.513
C -1.3536 2.6052 -1.2936 1.139
C -0.0145 3.0272 -0.6194 -1.082
C 0.1894 2.4955 0.8528 -0.612
C -1.1128 2.4866 1.7503 -0.299
C -1.4325 1.0452 2.3666 -0.569
O -2.5508 0.4146 1.7152 -0.532
C -2.2416 3.7035 -1.7400 -0.921
H -4.7852 1.6339 -3.0971 0.358
H -3.1781 -0.0817 -2.2609 0.449
H 0.1502 0.4606 -0.7043 0.132
H -1.3658 -0.3865 -0.2718 0.067
H 0.3702 -0.5973 -2.7881 0.232
H -1.3659 -1.0058 -3.0274 0.595
H 0.6795 -2.4854 -1.1865 0.011
H -1.1320 -2.4936 -0.7939 0.317
H -1.4543 -3.1454 -2.9725 0.348
H 0.0307 4.1533 -0.5884 0.378
H 0.8205 2.6951 -1.2969 0.344
H 0.9232 3.2001 1.3440 0.499
H 0.6886 1.4854 0.9105 0.250
H -0.9097 3.1397 2.6504 0.359
H -2.0339 2.8957 1.2615 0.288
H -1.6976 1.1700 3.4565 0.354
H -0.5297 0.3691 2.3352 0.241
H -3.3797 0.8430 1.9918 0.334
H -1.9763 4.7792 -1.5972 0.413
C 2.1685 -3.2370 2.4027 -1.512
C 2.9976 -3.0873 1.1312 0.550
C 4.4155 -3.6752 1.2467 -0.828
O 5.3248 -2.8682 1.9796 -0.380
C 5.2443 -3.0158 3.3883 -0.635
N 3.0324 -1.6688 0.7476 -0.587
H 2.4629 -2.5306 3.1802 0.300
H 1.1121 -3.0536 2.1901 0.285
H 2.2527 -4.2472 2.8093 0.385
H 2.4794 -3.6416 0.3412 0.323
H 4.8351 -3.7434 0.2382 0.354
H 4.3964 -4.6967 1.6450 0.442
H 5.0045 -4.0413 3.6814 0.299
H 4.5107 -2.3206 3.8020 0.220
H 6.2167 -2.7551 3.8084 0.266
H 3.5040 -1.5853 -0.1508 0.283
H 3.6628 -1.1960 1.3940 0.274
```

Summary:
- molecular weight (g mol⁻¹) = 377.9
- net charge = +1
- highest occupied orbital energy (Ha) = -0.41921
- LUMO (Eh) = -0.1827

---

ORCA calculation (ωB97M-V/def2-TZVPD) on a structure of composition C2H8N4 in a non-equilibrium geometry.

```
14
Properties=species:S:1:pos:R:3:mulliken_charge:R:1
C -1.7783 -0.2617 -0.6203 0.213
C 2.3009 -0.4802 0.0066 0.182
N -2.8850 0.3451 -0.3145 -0.255
N 0.3689 -0.9183 -0.0029 -0.559
N 2.7985 0.4079 -0.7129 -0.160
N -0.5967 0.0142 -0.0764 0.098
H -1.8259 -1.1030 -1.3088 0.324
H 2.7330 -1.1212 0.7611 0.396
H -3.7698 0.0309 -0.7033 0.281
H -2.9407 1.1143 0.3461 0.250
H 0.3385 -1.6317 -0.7338 0.311
H 3.8031 0.6564 -0.6718 0.314
H 2.2806 0.9441 -1.4209 0.300
H -0.5513 0.7087 0.6737 0.306
```

Summary:
- energy relative to the best compared isomer or geometry (same formula, charge and spin) (eV) = 3.687
- molecular weight (g mol⁻¹) = 88.1
- net charge = +2
- highest occupied orbital energy (spin up / spin down) (Ha) = -0.66503 / -0.66507
- LUMO (spin up / spin down) (Eh) = -0.3414 / -0.3414

---

ORCA calculation (ωB97M-V/def2-TZVPD) on a structure of composition C29H24ClCsN6S in a non-equilibrium geometry.

```
62
Properties=species:S:1:pos:R:3:mulliken_charge:R:1
Cs -0.0679 0.1024 -0.3888 1.349
C 1.8375 4.2678 0.0471 -0.723
C 1.3810 2.9401 0.0628 0.543
N 0.1110 2.6139 0.0625 -0.774
C -0.8501 3.5787 0.0349 0.266
C -0.4789 4.9482 0.0275 1.530
C 0.8992 5.2581 0.0331 -0.557
C -1.4592 5.9688 0.0116 -0.916
C -2.7673 5.5929 0.0011 -1.304
C -3.1640 4.2397 0.0003 -0.494
C -2.2612 3.1674 0.0113 0.204
N -2.5007 1.8272 -0.0044 -0.007
C -3.7023 1.1945 -0.0023 0.111
C -4.9992 1.7300 0.0136 -0.577
C -6.1677 0.9427 0.0125 -1.259
C -6.1318 -0.4184 -0.0038 -0.940
C -4.8629 -1.0443 -0.0168 1.725
C -4.7450 -2.4515 -0.0309 -0.713
C -3.5179 -3.0475 -0.0442 -0.692
C -2.3907 -2.2114 -0.0431 0.659
N -2.4576 -0.9011 -0.0279 -0.766
C -3.6675 -0.2767 -0.0152 0.077
H 2.8989 4.4824 0.0459 0.407
H 2.0987 2.1148 0.0778 -0.192
H 1.1920 6.3030 0.0230 0.385
H -1.1581 7.0093 0.0064 0.336
H -3.5417 6.3512 -0.0110 0.347
H -4.2176 4.0686 -0.0175 0.318
H -5.1550 2.7862 0.0297 0.281
H -7.1249 1.4512 0.0240 0.358
H -7.0330 -1.0196 -0.0062 0.336
H -5.6537 -3.0451 -0.0320 0.381
H -3.4035 -4.1247 -0.0573 0.416
H -1.3903 -2.6427 -0.0523 -0.054
C 3.6767 -2.9150 4.1050 -1.529
C 3.8452 -2.9862 2.6218 0.784
C 4.2188 -4.0945 1.9356 -0.764
C 4.3409 -3.9837 0.5283 1.023
N 4.1073 -2.8703 -0.1310 -0.411
C 3.7298 -1.7446 0.5446 -0.241
S 3.3620 -0.2825 -0.1656 -0.410
N 3.6133 -1.8609 1.9188 0.035
C 4.7603 -5.1689 -0.2908 -1.097
H 3.7196 -3.9095 4.5426 0.368
H 2.7228 -2.4549 4.3651 0.389
H 4.4708 -2.3091 4.5451 0.366
H 4.4056 -5.0274 2.4505 0.370
H 3.3357 -1.0129 2.3902 0.297
H 4.8540 -6.0742 0.3103 0.332
H 5.7192 -4.9528 -0.7654 0.337
H 4.0370 -5.3316 -1.0921 0.203
Cl 1.5536 -5.2837 -3.1018 -0.208
C 1.2464 -4.7616 -1.4811 -0.171
C 1.0674 -5.6851 -0.4687 -0.168
C 0.8462 -5.2133 0.8157 -0.806
C 0.8112 -3.8430 1.0230 -0.393
N 0.9798 -2.9536 0.0414 -0.027
C 1.2004 -3.4070 -1.1919 -0.084
H 1.0960 -6.7468 -0.6862 0.460
H 0.7010 -5.9005 1.6391 0.492
H 0.6208 -3.4382 2.0135 0.516
H 1.3628 -2.6708 -1.9741 0.277
```

Summary:
- energy relative to the best compared isomer or geometry (same formula, charge and spin) (eV) = 1.485
- molecular weight (g mol⁻¹) = 657.0
- net charge = 0
- highest occupied orbital energy (Ha) = -0.20829
- LUMO (Eh) = -0.0124

---

ORCA calculation (ωB97M-V/def2-TZVPD) on an isolated molecule of C4H5NS in a non-equilibrium geometry.

```
11
Properties=species:S:1:pos:R:3:mulliken_charge:R:1
C 0.1929 1.3241 0.0072 -1.217
C -0.0848 -0.1656 -0.0123 0.528
C -1.3995 -0.6727 -0.0726 -0.313
C -2.5490 -0.9460 0.0553 0.083
H -0.4299 1.8458 -0.6462 0.351
H 1.1871 1.5839 -0.3343 0.400
H 0.0488 1.6662 1.0140 0.284
H 3.1087 -1.7539 -0.1143 0.159
H -3.5806 -1.2629 0.0834 0.405
N 0.9092 -1.0513 -0.0068 -0.512
S 2.5970 -0.5675 0.0266 -0.167
```

Summary:
- energy relative to the best compared isomer or geometry (same formula, charge and spin) (eV) = 2.747
- molecular weight (g mol⁻¹) = 99.2
- net charge = 0
- highest occupied orbital energy (Ha) = -0.32297
- LUMO (Eh) = 0.0182

---

> Which of these has the highest net charge?

C2H8N4